1.
ORCA calculation (wB97M-V/def2-TZVPD) on ArH28O14 as an isolated structure at a distorted geometry.

Highest occupied orbital energy ... -0.36253 Ha

```
! RIJCOSX wB97M-V def2-TZVPD def2/J DEFGRID3
* xyz 0 1
H 2.951 1.580 0.701
H 2.632 -2.753 2.554
O 0.208 1.498 2.912
O -0.111 -3.708 -0.584
Ar 0.040 -0.103 -0.018
H -0.601 -3.519 -1.384
H 3.627 0.925 -1.739
H 2.136 1.177 -1.670
H -2.958 1.492 2.244
H -2.521 2.188 -0.053
O -2.445 2.064 1.673
H 3.222 -1.494 -0.133
H 1.128 -2.916 2.496
H -2.245 2.828 2.214
H -2.709 -1.051 -1.996
O 1.939 -3.225 2.092
H 0.939 -0.450 -3.213
O 2.945 1.281 -1.169
O -2.968 -2.827 0.591
H -1.295 2.794 -2.007
H -2.808 1.279 -1.229
H -2.171 -2.701 1.105
H -3.079 -2.004 0.115
H 0.988 0.773 -4.105
O 1.067 0.499 -3.191
H 3.379 1.441 2.146
H 0.995 1.515 2.366
H 0.743 3.483 -1.588
O -3.096 -0.823 -1.151
H -0.336 2.313 -3.075
O -0.565 3.083 -2.554
H -4.031 -0.998 -1.259
H 0.478 -2.960 -0.482
H -1.029 -3.530 2.714
H -0.514 1.619 2.296
H -1.335 -2.143 3.237
O -2.694 2.200 -0.994
O -0.904 -2.602 2.516
O 2.495 -2.086 -0.328
H 2.306 -2.517 0.506
H 2.088 3.065 -1.031
O 1.502 3.818 -1.111
O 2.603 1.495 1.589
*
```



2.
ORCA calculation (wB97M-V/def2-TZVPD) on a 2-piece molecular cluster, FH5N3OP overall at a distorted geometry.

Highest occupied orbital energy (alpha / beta) ... -0.28371 / -0.36164 Ha

```
! RIJCOSX wB97M-V def2-TZVPD def2/J DEFGRID3
* xyz 0 1
H 0.153 -2.264 0.240
H -0.509 1.912 1.784
O 1.667 0.030 1.340
N -0.827 0.974 1.386
P 0.359 -0.023 0.668
H -1.581 1.109 0.747
H 0.600 1.439 -2.385
N 0.361 0.394 -2.144
F 1.444 -0.351 -2.502
H -1.304 -1.707 0.348
N -0.363 -1.514 0.519
*
```



3.
ORCA calculation (wB97M-V/def2-TZVPD) on C22H23F3N3S4Se2Ti as an isolated structure at a distorted geometry.

Highest occupied orbital energy ... -0.34486 Ha

```
! RIJCOSX wB97M-V def2-TZVPD def2/J DEFGRID3
* xyz 1 1
H -0.846 0.643 4.946
S 1.372 -3.357 0.909
H 3.381 -0.122 4.552
C 2.363 -0.494 -1.504
S -1.975 3.671 1.508
H 2.936 -0.939 2.258
H 1.877 0.438 -1.740
C -3.151 -3.370 -0.903
H -0.306 -1.490 -2.620
H -3.090 4.540 -0.420
F 4.545 -4.107 0.920
H 4.004 -0.166 -2.813
H -0.190 5.169 1.173
N -1.135 -2.088 -0.812
C 2.375 -0.114 4.152
H -4.149 4.396 0.954
C 3.550 -0.827 -2.086
C -1.134 -2.013 -2.167
C -0.142 -0.089 3.060
H -0.431 0.839 -2.306
H 1.043 3.860 -0.721
N 0.905 -0.539 2.336
C 4.158 -2.024 -1.711
F 5.363 -4.296 -1.079
Se -1.739 -0.078 2.061
S 0.246 1.698 -0.240
C 2.311 -2.463 -0.236
C -3.155 -3.255 -2.273
C 0.559 3.438 0.161
C 2.142 -0.550 2.876
C -3.390 3.865 0.380
H 1.309 3.388 0.950
C 4.225 -4.128 -0.381
C -4.065 2.607 -0.165
H -1.950 3.414 -1.633
H 1.443 0.639 5.943
H -3.925 -3.908 -0.372
F 3.446 -5.195 -0.598
S -3.093 1.393 -1.114
C -0.606 4.367 0.563
H 0.201 2.475 -2.499
H -4.476 2.015 0.651
C 1.288 0.317 4.919
H -2.174 2.414 -3.063
H 5.110 -2.314 -2.137
C -2.115 -2.577 -2.926
C -1.893 2.397 -2.009
H -3.954 -3.705 -2.851
H -4.899 2.929 -0.788
Ti 0.065 -1.328 0.634
C -0.467 1.851 -1.901
H -2.079 -2.498 -4.004
C 0.018 0.324 4.379
C -2.103 -2.795 -0.181
H -1.034 4.837 -0.321
Se -1.867 -2.973 1.676
N 1.747 -1.279 -0.592
C 3.550 -2.844 -0.794
*
```



4.
ORCA calculation (wB97M-V/def2-TZVPD) on a 2-piece molecular cluster, C4H9N overall at a distorted geometry.

Highest occupied orbital energy (alpha / beta) ... -0.51667 / -0.51483 Ha
Expectation value of S² ... 0.765

```
! RIJCOSX wB97M-V def2-TZVPD def2/J DEFGRID3
* xyz 1 2
H -0.004 0.767 -1.168
H -2.363 0.490 -1.324
H -1.382 -0.917 -0.587
H 2.622 -0.687 -0.720
C 0.669 -0.128 -1.294
H 0.937 -0.446 -2.323
C 1.618 -0.456 -0.278
C -2.107 -0.167 -0.383
H 0.878 0.101 1.537
N 1.733 0.185 0.998
H 2.456 -0.155 1.568
H -2.459 1.468 0.981
H -1.381 0.092 1.608
C -2.086 0.416 0.861
*
```



5.
ORCA calculation (wB97M-V/def2-TZVPD) on C19H36NO4 as an isolated structure at a distorted geometry.

Highest occupied orbital energy ... -0.43501 Ha

```
! RIJCOSX wB97M-V def2-TZVPD def2/J DEFGRID3
* xyz 1 1
H -0.187 -2.370 -5.233
C -2.262 3.056 3.067
C 0.361 -3.610 -1.369
H -0.818 1.988 5.965
C -0.624 0.616 0.000
N 0.872 1.380 -0.422
O 1.260 -1.169 -1.173
H -2.184 -3.759 -4.578
H 2.746 1.212 -2.289
H 2.738 3.860 -0.640
O -0.586 -2.632 -1.125
C 2.346 2.461 -2.027
H -1.093 -0.564 5.512
H -0.653 -5.272 -3.140
H 1.500 -4.782 -2.669
C 3.164 2.946 -0.933
H 1.164 -2.975 -2.919
C -0.861 2.611 4.058
O -1.556 0.204 2.169
H -1.992 -0.797 -0.533
C -0.032 -1.485 -1.136
O 0.359 -0.726 1.665
H -2.689 -0.166 3.648
H 1.491 0.243 -0.628
H -1.785 -3.266 -2.742
H -0.123 -1.666 -3.929
H 4.037 3.063 -1.192
H -0.653 3.690 4.395
C -1.415 -3.274 -3.743
H 2.083 3.011 -2.963
C -0.404 -4.374 -3.485
H 1.727 1.351 1.579
C -1.092 -0.544 -0.860
H -1.120 1.545 0.189
C -1.497 1.714 4.893
C 0.898 2.059 -1.515
H 0.372 2.915 -1.160
C 0.807 -3.939 -2.675
H 3.264 2.638 1.117
C 2.937 2.213 0.261
H 3.503 1.245 0.199
C 1.570 1.811 0.850
C -0.830 -2.109 -4.444
C -1.668 -0.337 3.314
H -1.172 -0.090 -1.950
H -1.595 -1.465 3.314
H -2.511 1.539 5.077
H -3.065 3.268 3.675
H 1.465 -3.732 -0.658
C -0.864 0.245 4.459
H 0.088 1.629 -2.178
H -0.145 2.412 3.234
H -1.814 3.921 2.454
H -2.447 2.003 2.514
H 0.951 2.734 1.116
H 0.256 -4.619 -4.547
C -0.562 -0.081 1.482
H -0.131 -4.650 -0.960
H -1.763 -1.475 -4.642
H 0.236 0.344 4.251
*
```



6.
ORCA calculation (wB97M-V/def2-TZVPD) on a 10-piece molecular cluster, C18H56N8O10 overall at a distorted geometry.

Structure (SMILES) ... NC(N)=O.NC(N)=O.NC(N)=O.NC(N)=O.CC(C)O.CC(C)O.CC(C)O.CC(C)O.CO.CO
Highest occupied orbital energy ... -0.31036 Ha

```
! RIJCOSX wB97M-V def2-TZVPD def2/J DEFGRID3
* xyz 0 1
C -1.889 0.849 -4.083
C 3.392 -2.797 -0.794
H 1.684 2.908 -3.689
H -1.562 0.749 3.382
C 0.339 -2.027 -3.432
H -3.421 -0.446 -3.738
H 5.793 -4.631 -0.581
H -0.309 -1.649 -2.634
N -0.504 -2.023 2.921
H 2.564 1.653 -0.007
O -0.148 -3.288 0.869
H 0.927 -3.429 -1.927
H -2.389 1.335 -4.850
H -1.958 2.964 4.716
O -4.500 0.091 1.787
H 0.569 2.246 -2.513
H 4.861 -1.850 0.197
H -3.290 -1.677 0.724
O -2.458 3.865 3.299
H 0.977 -0.435 0.438
C 4.624 -2.859 0.036
O 4.120 -0.251 1.796
H 1.845 -0.887 -2.365
C 1.494 -1.026 -3.423
C -0.745 3.607 -0.166
H -1.211 0.400 -1.057
C -4.659 -0.202 0.582
H 2.970 -3.815 -0.967
H -0.719 0.668 0.582
O -2.461 -0.354 -3.598
C 3.027 0.492 1.771
H -4.678 1.464 -0.903
N 1.828 0.077 1.892
H 0.762 3.724 1.326
H 3.490 -2.345 -1.773
C -3.957 2.308 4.113
H 1.830 -2.278 3.316
H -5.350 0.204 2.162
O -0.156 -1.988 -4.558
H -2.423 4.421 0.112
C -0.745 -0.070 -0.168
H 6.062 -3.214 -1.583
C -1.750 1.772 2.969
H -4.448 3.090 4.699
H -4.786 -2.406 1.012
H 4.998 -2.890 1.830
H -1.840 1.528 -3.338
H 1.399 0.933 -1.050
H -0.834 -1.294 -4.518
C -2.528 2.719 3.858
H -0.767 2.205 2.860
H 1.683 -0.938 2.084
H -1.458 -0.828 0.265
O -1.234 3.019 -1.342
H -3.865 1.427 4.690
N -1.518 4.347 0.525
H 1.043 0.608 2.226
H 0.007 -4.112 -3.282
C 0.762 -3.383 -2.977
H 2.353 -1.552 -3.964
H 6.768 -3.200 -0.121
H 2.662 -2.226 -0.327
N 0.486 3.421 0.364
C 5.863 -3.565 -0.568
H 1.725 -3.702 -3.487
H -0.198 -1.574 3.737
N 1.528 2.445 -2.781
C 2.453 2.436 -1.894
N 2.080 1.683 -0.953
O 0.517 -0.637 -0.344
O 4.321 -3.149 1.207
N 3.089 1.724 1.360
H -3.614 0.054 -1.391
H -4.551 2.039 3.273
C -3.954 0.672 -0.516
C -4.288 -1.683 0.383
H -2.861 4.487 3.902
H 4.059 2.031 1.418
H -0.911 0.565 -4.454
H 1.142 2.698 -0.114
H 2.341 2.465 1.701
O 3.667 3.083 -2.037
H -1.286 4.726 1.469
H -1.502 -2.144 2.848
C 0.241 -2.639 1.997
H -3.065 1.174 -0.116
H -4.428 -1.935 -0.648
H 1.158 -0.057 -3.755
H -5.724 -0.197 0.301
H -2.166 1.810 1.914
H 2.098 -2.936 1.607
N 1.478 -2.575 2.312
*
```



7.
ORCA calculation (wB97M-V/def2-TZVPD) on a 5-piece molecular cluster, H10O5 overall.

Structure (SMILES) ... O.O.O.O.O
Highest occupied orbital energy ... -0.41702 Ha

```
! RIJCOSX wB97M-V def2-TZVPD def2/J DEFGRID3
* xyz 0 1
H 9.505 -12.657 2.520
O 6.190 -10.185 -1.072
O 6.420 -14.577 0.492
H 12.161 -14.184 6.023
O 12.123 -10.818 2.009
H 9.472 -13.184 3.939
H 5.595 -14.554 0.978
O 11.463 -13.801 6.555
O 8.935 -13.097 3.151
H 6.358 -11.089 -0.806
H 5.505 -10.254 -1.737
H 11.754 -9.936 2.027
H 11.884 -13.594 7.390
H 7.097 -14.488 1.163
H 12.853 -10.786 2.628
*
```



8.
ORCA calculation (wB97M-V/def2-TZVPD) on C24H43NO2OsP2 as an isolated structure at a distorted geometry.

Highest occupied orbital energy (alpha / beta) ... -0.50399 / -0.49988 Ha
Expectation value of S² ... 6.017

```
! RIJCOSX wB97M-V def2-TZVPD def2/J DEFGRID3
* xyz 2 5
C -1.071 5.118 -2.082
H -1.101 2.587 -4.003
H 2.085 -1.018 -1.433
H -4.732 1.021 2.237
C -3.666 4.088 -0.008
O -2.006 -2.869 -0.989
H 1.508 4.576 0.833
H -3.672 5.908 -1.282
N -2.745 -2.150 -1.689
C -2.356 4.386 -2.150
H -4.518 3.384 0.000
H 2.582 3.776 2.013
H -0.648 5.318 -3.080
H -1.070 0.316 -4.636
C -3.882 0.306 -0.463
H 0.388 -0.789 -1.811
C -1.233 4.230 0.582
H -4.003 0.740 -2.589
C 1.225 2.461 0.988
H -2.600 4.034 -3.150
H -0.910 3.882 1.564
H -4.097 -1.682 2.082
Os -0.955 3.382 -1.207
H 0.877 4.015 2.399
H -3.254 1.970 2.565
H -1.934 6.289 0.780
H -3.496 0.399 3.360
C 2.627 2.663 -1.132
C -3.380 1.043 -1.731
H -0.156 2.406 3.362
C -2.024 0.332 -4.090
C -1.076 5.715 0.403
C -0.731 6.137 -1.043
H 3.574 2.266 -0.723
H -0.712 0.712 3.174
P -1.611 0.693 -2.334
H 2.568 2.401 -2.199
H -3.858 4.838 0.787
C 1.143 0.662 -0.476
H -0.237 6.020 1.051
C -3.600 4.812 -1.385
H 1.153 -1.846 0.863
C 1.569 3.776 1.582
H -4.472 4.540 -2.000
C 0.318 -1.163 1.093
H 2.615 3.763 -1.033
H 0.164 3.057 -2.779
C 1.328 -0.246 -1.635
H 0.290 1.517 -3.430
H -4.797 0.807 -0.109
H -4.129 -0.729 -0.757
H -1.212 7.099 -1.270
O -3.057 -2.407 -2.856
H -2.399 2.431 0.752
H 1.605 0.291 -2.548
C -0.530 2.207 -3.143
H -2.850 -2.360 0.933
C -2.360 3.382 0.206
H -0.536 -1.505 0.492
H 0.914 1.052 3.783
C -3.660 0.962 2.435
C 0.149 1.390 3.063
H 0.085 -1.257 2.159
C 0.661 0.237 0.777
H -2.660 1.145 -4.469
P -2.820 0.073 1.067
H -3.422 2.140 -1.626
H -2.356 -1.726 2.532
C 0.668 1.360 1.674
H -2.498 -0.651 -4.180
H 0.358 6.322 -1.107
C -3.071 -1.608 1.701
C 1.548 2.039 -0.351
*
```



The following ΔE to the lowest compared entry with this formula, charge and spin values (in kJ/mol) correspond, in order, to the records above: 98.0 276.5 71.4 378.7 1735.9 955.5 122.2 0.0.